Below is a single C5H6BrNO2 molecule in a non-equilibrium geometry, with properties calculated with ωB97M-V with the def2-TZVPD basis set.

The SMILES is O=[N+]([O-])C1=C(Br)CCC1. The calculation puts the maximum force at 9.2 eV/A. The value obtained for the relative energy (zero: lowest compared OMol25 entry of this formula, charge and spin) is 449.7 kJ/mol. The value obtained for the HOMO energy (spin up / spin down) is -8.504 / -8.917 eV. For the LUMO energy (spin up / spin down), the calculation gives -1.5 / -1.0 eV.

The geometry in XYZ format:
```
15
C5H6BrNO2 (ωB97M-V with the def2-TZVPD basis set)
C 0.5420 0.8255 0.0145
C 1.0781 -0.8437 -0.1539
C -0.9337 0.6794 0.2344
C -0.1605 -1.6219 0.0048
C -1.3002 -0.6902 -0.3430
N 1.2854 1.9288 -0.1053
O 2.5136 1.8951 -0.2556
O 0.6923 2.9803 -0.0158
Br 2.8303 -1.3753 -0.2097
H -1.0088 0.5924 1.3573
H -1.5054 1.6306 0.0543
H -0.0672 -2.6775 -0.2933
H -0.1680 -1.5182 1.1521
H -2.2646 -1.1873 -0.0349
H -1.5333 -0.6182 -1.4059
```

=====

Below is a molecular structure, C8H16B5F20Li3O2 in a non-equilibrium geometry, with properties calculated with ωB97M-V with the def2-TZVPD basis set.

Its net charge is -2. The calculation puts the maximum force at 5.0 eV/A. The value obtained for the HOMO energy is -6.430 eV. For the LUMO energy, the calculation gives 0.9 eV.

The geometry in XYZ format:
```
54
C8H16B5F20Li3O2 (ωB97M-V with the def2-TZVPD basis set)
Li -2.4267 -2.8333 -5.3617
Li 3.5424 -0.4346 -0.7182
Li -3.4590 1.6771 -1.0406
B -1.1934 -1.6021 -1.2396
F -0.2835 -0.9730 -0.5217
F -2.3212 -1.8052 -0.4868
F -1.5970 -0.7918 -2.3356
F -0.7186 -2.6628 -1.8709
B 5.0680 2.8855 1.4846
F 5.7143 1.9495 0.6822
F 5.8370 4.0500 1.5848
F 3.7632 3.0909 1.0902
F 5.0210 2.3021 2.7254
B -5.7078 -0.8641 -7.3416
F -5.4787 0.4670 -7.4612
F -5.5013 -1.3775 -6.0845
F -6.9480 -1.2137 -7.8292
F -4.7533 -1.5531 -8.0640
B 1.1975 -1.9043 -9.1079
F 0.7660 -2.5351 -7.9227
F 0.5115 -2.4305 -10.1624
F 0.8140 -0.5795 -9.0740
F 2.5393 -2.0603 -9.2979
B -1.5929 6.6273 -2.1550
F -0.7307 7.0692 -3.1622
F -1.8773 5.3283 -2.4207
F -0.9172 6.6122 -0.9770
F -2.7522 7.3403 -2.0913
C -4.7591 3.6506 4.7976
C -4.5709 2.2929 5.3762
C -4.3721 1.4101 4.1576
O -3.9524 2.3564 3.1520
C -3.8591 3.7077 3.6485
H -4.6034 4.4445 5.5281
H -5.7886 3.8497 4.5000
H -5.5000 2.0574 5.8953
H -3.7097 2.1976 6.0375
H -5.3486 0.9516 4.0016
H -3.6352 0.6354 4.3691
H -4.2019 4.4814 2.9615
H -2.8784 4.0289 3.9995
C 6.1995 -5.1323 3.5028
C 4.8023 -5.1989 3.7629
C 4.3078 -3.8727 3.1930
O 5.0542 -3.6800 1.9942
C 6.3203 -4.3439 2.1029
H 6.8003 -6.0352 3.3929
H 6.7680 -4.6148 4.2756
H 4.6548 -5.4088 4.8223
H 4.2845 -6.0142 3.2577
H 4.5459 -3.0829 3.9055
H 3.2292 -3.8931 3.0377
H 7.0990 -3.5917 2.2296
H 6.5982 -4.9741 1.2581
```

=====

Below is a molecular structure, C27H31AsF3N5O3RhS2, with properties calculated with ωB97M-V with the def2-TZVPD basis set.

Its net charge is +1. The calculation puts the maximum force at 0.7 eV/A. The value obtained for the relative energy (zero: lowest compared OMol25 entry of this formula, charge and spin) is 0.0 kJ/mol. The value obtained for the HOMO energy is -11.086 eV. For the LUMO energy, the calculation gives -2.9 eV.

The geometry in XYZ format:
```
73
C27H31AsF3N5O3RhS2 (ωB97M-V with the def2-TZVPD basis set)
Rh 1.1306 -0.5371 0.3805
F 6.2934 -0.8508 -0.6383
C 6.1636 0.1584 0.2352
F 5.9506 1.2781 -0.4720
F 7.3290 0.2967 0.8770
C 5.0327 -0.0989 1.1942
C 5.2307 -0.1599 2.5582
C 4.1588 -0.3910 3.4230
C 2.9025 -0.5592 2.8859
N 2.7283 -0.5127 1.5626
C 3.7369 -0.2860 0.7010
S 3.0668 -0.3075 -0.8975
H 6.2278 -0.0238 2.9546
H 4.3053 -0.4376 4.4914
H 2.0166 -0.7356 3.4827
C -6.2676 2.5590 2.1653
C -5.0815 1.7076 1.8140
C -3.8137 2.0027 2.3086
C -2.7214 1.2125 1.9905
C -2.9081 0.1089 1.1712
C -4.1629 -0.2125 0.6662
C -5.2395 0.5902 0.9919
S -1.5376 -0.8465 0.6674
O -1.9632 -2.1867 0.3688
O -0.5017 -0.7444 1.7500
N -0.8174 -0.2051 -0.5978
C -1.0045 1.1742 -0.8501
C -2.0513 1.6486 -1.5930
C -2.2271 3.0341 -1.7943
C -1.3533 3.9350 -1.2580
C -0.2538 3.4810 -0.4916
C 0.6958 4.3463 0.0946
C 1.7279 3.8233 0.8181
C 1.8266 2.4288 0.9546
N 0.9620 1.5944 0.4260
C -0.0831 2.0970 -0.2972
H -5.9748 3.4281 2.7512
H -6.9915 1.9858 2.7463
H -6.7756 2.9066 1.2651
H -3.6808 2.8604 2.9558
H -1.7373 1.4390 2.3794
H -4.2870 -1.0885 0.0434
H -6.2232 0.3452 0.6106
H -2.7549 0.9420 -2.0132
H -3.0670 3.3786 -2.3826
H -1.4827 4.9983 -1.4126
H 0.5950 5.4160 -0.0407
H 2.4758 4.4517 1.2793
H 2.6510 2.0028 1.5117
C -2.5330 -1.3555 -4.3010
N -1.3811 -1.6686 -3.4839
C -0.1285 -1.1605 -3.6889
N 0.0497 -0.4174 -4.8171
O 0.7930 -1.3922 -2.9128
H -2.7891 -0.2899 -4.2981
H -3.3881 -1.9139 -3.9273
H -2.3737 -1.6728 -5.3328
H -1.5385 -1.9122 -2.5182
H -0.6792 -0.2344 -5.4797
H 0.9875 -0.1315 -5.0308
C 1.0015 -3.9262 -1.3339
As 1.4350 -2.9221 0.2457
C 3.2606 -3.4749 0.5885
C 0.4977 -3.8405 1.6644
H 1.2563 -4.9668 -1.1341
H 1.5664 -3.5321 -2.1730
H -0.0592 -3.8285 -1.5500
H 3.2934 -4.5625 0.5349
H 3.5765 -3.1614 1.5823
H 3.9273 -3.0573 -0.1628
H 0.7980 -4.8877 1.6643
H -0.5733 -3.7526 1.5073
H 0.7551 -3.3855 2.6198
```

=====

Below is a molecular structure, C34H59ClN2O2SiTb in a non-equilibrium geometry, with properties calculated with ωB97M-V with the def2-TZVPD basis set.

Its net charge is +1. As for the multiplicity: 7. The calculation puts the maximum force at 1.4 eV/A. The value obtained for the HOMO energy (spin up / spin down) is -10.684 / -10.726 eV. For the LUMO energy (spin up / spin down), the calculation gives -2.5 / -2.2 eV.

The geometry in XYZ format:
```
100
C34H59ClN2O2SiTb (ωB97M-V with the def2-TZVPD basis set)
O -0.4418 0.8427 1.7401
O -4.0851 -0.1911 -1.7431
C -1.3686 0.1866 2.6924
C -1.2812 0.7991 4.0721
H -1.0719 -0.8659 2.6882
H -2.3801 0.2642 2.2753
H -0.2638 0.7959 4.4769
H -1.8960 0.2250 4.7676
H -1.6430 1.8291 4.0574
C -0.7316 2.2720 1.4844
C -2.1854 2.4663 1.1059
H -0.0632 2.5820 0.6670
H -0.4564 2.8360 2.3857
H -2.4354 1.8783 0.2106
H -2.3805 3.5251 0.8870
H -2.8457 2.1546 1.9221
C -4.0248 -0.0229 -3.1688
C -5.3912 -0.1370 -1.1561
C -3.5512 1.3633 -3.5699
H -5.0112 -0.2148 -3.6262
H -3.3130 -0.7874 -3.5164
H -4.2282 2.1381 -3.1906
H -3.5492 1.4215 -4.6608
H -2.5366 1.5737 -3.2124
C -6.1413 1.1646 -1.3907
H -5.2111 -0.3011 -0.0858
H -5.9978 -0.9735 -1.5434
H -5.5551 2.0486 -1.1167
H -7.0417 1.1487 -0.7725
H -6.4670 1.2643 -2.4327
H -2.5231 -1.8108 -1.1724
N 3.1036 1.3543 1.7994
C 4.3888 1.3265 1.4042
C 4.8044 0.6331 0.2621
C 4.0139 0.1721 -0.8042
C 5.4347 2.0460 2.2153
H 5.3441 1.8545 3.2957
H 5.3808 3.1335 2.0428
H 6.4269 1.7052 1.8935
C 4.7407 -0.1799 -2.0703
H 4.2726 0.2771 -2.9480
H 4.7858 -1.2692 -2.2114
H 5.7668 0.2041 -1.9887
N 2.6871 -0.0324 -0.7468
C 2.6669 2.2873 2.7976
C 2.4414 1.8512 4.1200
C 2.7770 0.4535 4.5514
C 1.9253 2.7511 5.0479
H 1.7779 2.4024 6.0714
C 1.6549 4.0707 4.6897
H 1.2549 4.7708 5.4237
C 1.9298 4.4996 3.3917
H 1.7831 5.5369 3.0993
C 2.4280 3.6244 2.4302
C 2.7324 4.1253 1.0486
C 1.9158 -0.3599 -1.9194
C 1.7672 -1.7004 -2.3293
C 2.3486 -2.8183 -1.5176
C 1.1029 -1.9665 -3.5272
H 1.0482 -3.0024 -3.8650
C 0.5243 -0.9424 -4.2785
H -0.0234 -1.1709 -5.1943
C 0.6568 0.3778 -3.8489
H 0.2313 1.2004 -4.4255
C 1.3636 0.6818 -2.6895
C 1.5123 2.1066 -2.2562
Tb 1.4871 -0.1256 1.1808
H 1.8841 -0.1902 4.6354
H 3.2360 0.4900 5.5530
H 3.4879 -0.0497 3.8897
H 2.7042 3.3605 0.2621
H 3.7301 4.5927 1.0108
H 1.9970 4.8985 0.7773
H 2.1181 -3.7732 -2.0160
H 1.9361 -2.8697 -0.4952
H 3.4450 -2.7536 -1.4279
H 2.5331 2.3533 -1.9349
H 0.8164 2.3610 -1.4389
H 1.2672 2.7702 -3.0980
H 5.8810 0.5569 0.1245
C -1.9027 -2.6564 -1.5383
Si -2.8205 -4.3159 -1.5362
H -1.5759 -2.3931 -2.5559
H -1.0080 -2.6890 -0.9005
C -3.8639 -4.3588 0.0330
C -1.6346 -5.7809 -1.5569
C -3.9483 -4.4756 -3.0397
H -4.4792 -5.4392 -3.0269
H -3.3735 -4.4248 -3.9749
H -4.6999 -3.6747 -3.0632
H -3.2285 -4.4690 0.9222
H -4.5799 -5.1922 0.0239
H -4.4312 -3.4248 0.1400
H -0.8071 -5.6498 -0.8474
H -1.1965 -5.9265 -2.5542
H -2.1571 -6.7109 -1.2881
Cl 3.4933 -1.9986 2.0334
C 1.7529 -2.1842 2.3546
H 1.6100 -2.2207 3.4406
H 1.4302 -3.1153 1.8740
```

=====

Below is a molecular structure, C10H14MnN3O5 in a non-equilibrium geometry, with properties calculated with ωB97M-V with the def2-TZVPD basis set.

Its net charge is +2. As for the multiplicity: 5. The calculation puts the maximum force at 9.7 eV/A. The value obtained for the relative energy (zero: lowest compared OMol25 entry of this formula, charge and spin) is 130.9 kJ/mol. The value obtained for the HOMO energy (spin up / spin down) is -16.525 / -16.207 eV. For the LUMO energy (spin up / spin down), the calculation gives -8.5 / -10.8 eV.

The geometry in XYZ format:
```
33
C10H14MnN3O5 (ωB97M-V with the def2-TZVPD basis set)
O -0.0515 -1.0848 -4.6138
C 0.2376 -2.1771 -4.5030
Mn -2.2679 0.1222 -0.8113
O 0.0056 1.5878 -1.9243
C -0.9291 1.0141 -1.4999
C -2.9248 1.5426 0.2800
O -3.3492 2.2877 1.0290
C -4.2138 -0.5542 -0.4154
O -4.9751 -1.3860 -0.5431
C -3.2003 0.5448 -2.2993
O -3.8224 0.7703 -3.2574
H -1.1245 -1.2275 -1.0561
C 0.1129 1.9975 1.9001
N 1.1106 1.0424 1.4547
C 2.3783 1.5779 1.0052
C 0.6128 -0.1703 1.0869
N -0.6399 -0.3834 1.3622
N 1.3780 -1.1051 0.4698
C 2.7776 -1.1993 0.7992
C 0.7793 -2.2815 -0.1626
H 0.5620 2.7141 2.5892
H -0.6711 1.4234 2.4033
H -0.3316 2.5315 1.0450
H 3.2206 1.1740 1.5852
H 2.5596 1.4139 -0.0694
H 2.3719 2.6568 1.1843
H -0.9370 -1.3431 1.2839
H 2.9605 -0.8530 1.8222
H 3.0523 -2.2517 0.7327
H 3.4040 -0.6484 0.0890
H -0.0141 -2.6885 0.4743
H 0.3596 -2.0259 -1.1533
H 1.5691 -3.0211 -0.2871
```

=====

Below is a single C9H11NO3 molecule in a non-equilibrium geometry, with properties calculated with ωB97M-V with the def2-TZVPD basis set.

The SMILES is N[C@@H](Cc1ccc(O)cc1)C(=O)O. The calculation puts the maximum force at 5.4 eV/A. The value obtained for the relative energy (zero: lowest compared OMol25 entry of this formula, charge and spin) is 184.3 kJ/mol. The value obtained for the HOMO energy is -8.415 eV. For the LUMO energy, the calculation gives 0.5 eV.

The geometry in XYZ format:
```
24
C9H11NO3 (ωB97M-V with the def2-TZVPD basis set)
C 0.9353 -0.5130 2.0817
C -0.6536 -0.3343 2.4718
C 1.3682 0.5247 0.9805
C 0.6096 0.3614 -0.2937
C -0.5427 1.0632 -0.6378
C 1.3186 -0.1751 -1.3693
C -1.1012 1.1979 -1.8559
C 0.8192 -0.2185 -2.6127
C -0.4202 0.4511 -2.8151
H 0.4343 -2.1962 1.1423
H 1.0142 -2.4709 2.6404
H 1.4658 -0.4018 3.0456
H 2.4910 0.2225 0.7892
H 0.9293 1.4603 1.4313
H -1.0396 1.5557 0.2918
H 2.2324 -0.7488 -1.1652
H -2.0075 1.7029 -2.1429
H 1.2066 -0.7544 -3.4588
H -0.6139 -0.5100 -4.3206
H -0.1386 1.3130 3.1814
N 1.1361 -1.9189 1.7442
O -1.5195 -1.1274 2.2356
O -1.0120 0.3088 -4.0087
O -0.9591 0.8331 3.1054
```